ORCA calculation (ωB97M-V with the def2-TZVPD basis set) on a single C28H25Cl2N3O3 molecule.

```
61
C28H25Cl2N3O3 ωB97M-V with the def2-TZVPD basis set
C 2.443 -0.379 4.138
O 1.848 -0.780 2.918
C 0.881 -1.710 3.009
O 0.548 -2.183 4.077
C 0.328 -2.043 1.692
C -0.603 -3.004 1.503
C -1.232 -3.861 2.552
N -1.047 -3.286 0.225
C -0.413 -2.825 -0.898
C 0.541 -1.874 -0.796
C 1.306 -1.421 -1.945
O 2.214 -0.615 -1.857
C 0.932 -2.039 -3.282
C -0.532 -2.452 -3.335
C -0.820 -3.434 -2.204
C 0.794 -1.187 0.527
C 0.026 0.104 0.539
C -1.306 0.238 0.215
N -1.638 1.531 0.406
C -2.867 2.175 0.025
C -2.831 2.461 -1.457
C -2.153 3.583 -1.920
C -2.033 3.852 -3.270
C -2.601 2.979 -4.186
Cl -2.474 3.297 -5.875
C -3.271 1.844 -3.759
C -3.372 1.593 -2.400
Cl -4.200 0.157 -1.910
N -0.598 2.247 0.823
C 0.427 1.410 0.917
C 1.733 1.864 1.383
C 1.811 2.715 2.482
C 3.039 3.142 2.950
C 4.203 2.727 2.322
C 4.129 1.899 1.214
C 2.903 1.470 0.740
H 3.206 0.349 3.874
H 1.695 0.072 4.794
H 2.883 -1.238 4.649
H -0.847 -3.598 3.531
H -2.312 -3.720 2.544
H -1.022 -4.912 2.354
H -1.725 -4.027 0.123
H 1.173 -1.324 -4.070
H 1.571 -2.916 -3.424
H -0.763 -2.908 -4.299
H -1.163 -1.568 -3.215
H -1.882 -3.693 -2.178
H -0.255 -4.359 -2.367
H 1.859 -0.970 0.630
H -2.024 -0.483 -0.120
H -2.932 3.110 0.585
H -3.709 1.528 0.280
H -1.700 4.245 -1.198
H -1.503 4.726 -3.611
H -3.704 1.162 -4.474
H 0.898 3.032 2.964
H 3.093 3.797 3.807
H 5.164 3.056 2.691
H 5.034 1.589 0.712
H 2.851 0.854 -0.145
```

- E_HOMO: -0.3022 Ha
- Orbital gap: 8.5381 eV
- SMILES: COC(=O)C1=C(C)NC2=C(C(=O)CCC2)[C@H]1c1cn(Cc2ccc(Cl)cc2Cl)nc1-c1ccccc1
- Energy above the lowest of the compared OMol25 structures with the same formula, charge and spin: 0.0 kcal per mole
- LUMO energy: 0.3 eV